This record from the Open Molecules 2025 dataset describes a 8-piece molecular cluster, C48H55N3O2P overall. The level of theory is ωB97M-V with the def2-TZVPD basis set.

The geometry in ORCA input format:
```
! RIJCOSX wB97M-V def2-TZVPD def2/J DEFGRID3
* xyz -1 1
C -0.6786 1.8807 -5.9080
C 0.3227 1.1628 -4.9830
O 1.4914 1.2182 -5.3013
N -0.2151 0.5201 -3.9174
C -1.5406 -0.0559 -4.0605
P 0.7980 0.0078 -2.5154
C 1.2177 1.8073 -2.0472
C 0.0372 2.5420 -1.5275
N 0.1783 3.3278 -0.5437
O 0.4574 -1.7978 -2.9181
C -0.1470 -2.3659 -2.0099
N -0.9612 -2.7617 -1.2641
H -0.8819 1.1977 -6.7270
H -0.2240 2.7749 -6.3130
H -1.5980 2.1555 -5.4031
H -2.3040 0.7205 -3.9397
H -1.6954 -0.4415 -5.0642
H -1.7649 -0.8113 -3.3210
H -0.3943 0.0322 -1.6873
H 1.5444 -0.4612 -1.3532
H 1.9889 -0.1521 -3.2803
H 1.7166 2.3486 -2.8495
H 1.9170 1.7808 -1.2182
H -0.9370 2.4314 -2.0052
H -0.7168 3.7536 -0.2973
C -0.5128 -7.3952 1.7349
C -0.5662 -6.4813 0.6903
C -0.4100 -5.1245 0.9414
C -0.1897 -4.6839 2.2417
C -0.1323 -5.5986 3.2852
C -0.2979 -6.9537 3.0329
H -0.6388 -8.4526 1.5370
H -0.7323 -6.8266 -0.3224
H -0.4595 -4.4119 0.1262
H -0.0626 -3.6270 2.4404
H 0.0413 -5.2542 4.2976
H -0.2581 -7.6657 3.8480
C -5.6492 -6.8178 -1.6849
C -4.9677 -6.3507 -0.5691
C -3.8318 -5.5675 -0.7241
C -3.3809 -5.2427 -1.9969
C -4.0655 -5.7073 -3.1122
C -5.1968 -6.4977 -2.9571
H -6.5336 -7.4310 -1.5627
H -5.3221 -6.5978 0.4239
H -3.2981 -5.2090 0.1466
H -2.4986 -4.6260 -2.1165
H -3.7156 -5.4524 -4.1046
H -5.7267 -6.8630 -3.8282
C -2.5510 -1.5589 1.2934
C -3.0274 -0.2656 1.4554
C -3.8228 0.0529 2.5480
C -4.1352 -0.9198 3.4879
C -3.6547 -2.2137 3.3306
C -2.8676 -2.5340 2.2318
H -1.9350 -1.8084 0.4369
H -2.7801 0.4945 0.7247
H -4.2014 1.0612 2.6663
H -4.7537 -0.6703 4.3417
H -3.8964 -2.9738 4.0640
H -2.5002 -3.5423 2.1044
C 4.1537 -3.8739 0.8187
C 3.2242 -4.0233 1.8383
C 3.5754 -3.7226 3.1462
C 4.8536 -3.2642 3.4349
C 5.7820 -3.1117 2.4147
C 5.4333 -3.4200 1.1070
H 3.8795 -4.1096 -0.2013
H 2.2263 -4.3745 1.6139
H 2.8507 -3.8451 3.9417
H 5.1257 -3.0249 4.4554
H 6.7784 -2.7517 2.6389
H 6.1584 -3.3042 0.3116
C 3.6846 5.6567 3.0547
C 2.8549 4.8780 2.2587
C 2.0499 5.4744 1.2978
C 2.0836 6.8529 1.1292
C 2.9152 7.6330 1.9224
C 3.7128 7.0350 2.8882
H 4.3104 5.1895 3.8052
H 2.8340 3.8033 2.3856
H 1.3997 4.8632 0.6821
H 1.4603 7.3192 0.3767
H 2.9415 8.7077 1.7875
H 4.3590 7.6427 3.5106
C -6.3840 -0.1023 0.1818
C -7.0091 1.0648 0.5972
C -7.6547 1.8750 -0.3271
C -7.6815 1.5132 -1.6669
C -7.0584 0.3441 -2.0819
C -6.4066 -0.4618 -1.1585
H -5.8772 -0.7313 0.9012
H -6.9918 1.3437 1.6435
H -8.1369 2.7890 -0.0034
H -8.1876 2.1430 -2.3877
H -7.0795 0.0614 -3.1268
H -5.9151 -1.3703 -1.4824
C 9.1852 7.6154 0.1030
C 9.1501 8.9718 0.3951
C 8.0335 9.5203 1.0105
C 6.9557 8.7103 1.3412
C 6.9920 7.3538 1.0526
C 8.1052 6.8068 0.4298
H 10.0546 7.1879 -0.3800
H 9.9933 9.6021 0.1421
H 8.0032 10.5796 1.2327
H 6.0855 9.1363 1.8244
H 6.1507 6.7236 1.3125
H 8.1307 5.7497 0.1997
*
```

HOMO: -5.453 eV
E_tot: -68522.0696 eV

Atom charges from the Löwdin analysis, given in e for atoms 1 to 2: number 1, C, carries -0.02; number 2, C, carries -0.58